{"formula": "C88H110N22", "method": "wB97M-V/def2-TZVPD", "elements": ["N", "C", "C", "C", "C", "H", "H", "H", "H", "H", "N", "C", "C", "C", "C", "H", "H", "H", "H", "H", "N", "C", "C", "C", "C", "H", "H", "H", "H", "H", "N", "C", "C", "C", "C", "H", "H", "H", "H", "H", "N", "C", "C", "C", "C", "H", "H", "H", "H", "H", "N", "C", "C", "C", "C", "H", "H", "H", "H", "H", "N", "C", "C", "C", "C", "H", "H", "H", "H", "H", "N", "C", "C", "C", "C", "H", "H", "H", "H", "H", "N", "C", "C", "C", "C", "H", "H", "H", "H", "H", "N", "C", "C", "C", "C", "H", "H", "H", "H", "H", "N", "C", "C", "C", "C", "H", "H", "H", "H", "H", "N", "C", "C", "C", "C", "H", "H", "H", "H", "H", "N", "C", "C", "C", "C", "H", "H", "H", "H", "H", "N", "C", "C", "C", "C", "H", "H", "H", "H", "H", "N", "C", "C", "C", "C", "H", "H", "H", "H", "H", "N", "C", "C", "C", "C", "H", "H", "H", "H", "H", "N", "C", "C", "C", "C", "H", "H", "H", "H", "H", "N", "C", "C", "C", "C", "H", "H", "H", "H", "H", "N", "C", "C", "C", "C", "H", "H", "H", "H", "H", "N", "C", "C", "C", "C", "H", "H", "H", "H", "H", "N", "C", "C", "C", "C", "H", "H", "H", "H", "H", "N", "C", "C", "C", "C", "H", "H", "H", "H", "H"], "coordinates": [[3.1322, -0.7094, -4.3447], [2.8210, -1.9683, -4.7643], [3.2801, -2.8679, -3.8428], [3.9941, -2.0807, -2.8316], [3.8201, -0.7511, -3.1428], [2.8962, 0.0798, -4.9595], [2.3405, -2.1852, -5.7294], [3.1393, -3.9553, -3.8847], [4.5203, -2.3974, -1.9562], [4.2086, 0.1241, -2.7779], [0.5153, -3.2280, -2.1444], [-0.7288, -3.6938, -1.9049], [-1.6732, -2.7145, -1.9847], [-0.9512, -1.4943, -2.2598], [0.3839, -1.9010, -2.4481], [1.3452, -3.7487, -2.2036], [-0.7698, -4.7076, -1.6288], [-2.7273, -2.7866, -1.7723], [-1.4166, -0.4947, -2.3599], [1.2215, -1.3649, -2.8085], [3.4939, 5.3425, -2.4233], [4.6063, 4.8866, -3.1311], [5.2600, 3.9546, -2.3513], [4.5216, 3.8002, -1.1755], [3.5038, 4.6741, -1.2385], [2.8186, 5.9752, -2.7739], [4.8013, 5.2308, -4.1206], [6.1844, 3.4908, -2.7032], [4.8809, 3.1936, -0.3407], [2.6366, 4.7093, -0.5626], [5.5590, -2.2299, 0.3892], [5.8176, -3.5033, 0.0737], [4.6099, -4.2010, 0.2513], [3.6681, -3.2932, 0.7282], [4.2673, -2.0502, 0.7848], [6.0732, -1.3516, 0.2101], [6.8095, -3.8876, -0.1474], [4.6196, -5.2828, 0.0025], [2.6101, -3.3726, 0.7918], [3.9264, -1.0686, 1.0428], [2.8699, 1.3077, 5.8765], [4.1786, 1.0248, 6.3701], [5.0329, 2.0123, 5.9789], [4.2579, 2.9790, 5.1972], [2.9838, 2.4787, 5.1800], [2.0173, 0.8184, 6.0957], [4.3973, 0.0642, 6.8890], [6.0698, 1.9969, 6.3211], [4.7081, 3.9327, 4.7766], [2.1702, 2.7000, 4.5011], [-3.7530, 5.2596, 2.9842], [-3.9107, 5.5995, 1.6827], [-4.5744, 6.8219, 1.6543], [-4.8601, 7.1908, 2.9813], [-4.3542, 6.2024, 3.7921], [-3.3139, 4.3551, 3.3454], [-3.4690, 4.9690, 0.8954], [-4.9030, 7.2846, 0.8048], [-5.5452, 7.9839, 3.2951], [-4.2969, 6.1792, 4.8696], [0.3667, 5.1309, -4.3508], [0.0735, 5.9190, -3.3037], [0.7355, 7.1328, -3.4987], [1.4034, 7.0515, -4.7310], [1.1527, 5.7783, -5.2057], [0.1909, 4.1483, -4.3372], [-0.5243, 5.5730, -2.5147], [0.6754, 8.0197, -2.8170], [2.0209, 7.7931, -5.2483], [1.5959, 5.3181, -6.0729], [-1.0564, -1.4820, -5.5452], [-2.1847, -0.7197, -5.5738], [-2.3110, -0.1671, -6.8255], [-1.2776, -0.7241, -7.6508], [-0.5050, -1.5452, -6.8117], [-0.8379, -2.0396, -4.7467], [-2.8513, -0.4770, -4.7483], [-3.0844, 0.4986, -7.1599], [-1.1654, -0.5205, -8.7266], [0.4942, -1.9729, -6.9992], [7.9462, 0.2851, -0.2972], [8.2711, -0.2400, 0.8739], [7.4495, 0.3403, 1.8302], [6.5018, 1.1590, 1.1640], [6.8134, 1.0531, -0.1974], [8.3820, 0.1791, -1.1755], [9.1051, -0.8333, 1.0139], [7.4573, -0.1253, 2.8269], [5.5602, 1.5503, 1.5807], [6.3642, 1.5036, -1.1021], [-2.5568, 1.3250, 0.2945], [-1.7418, 1.8292, -0.6583], [-2.3680, 2.8440, -1.3321], [-3.6485, 3.0267, -0.6811], [-3.7259, 2.0114, 0.2560], [-2.3236, 0.6694, 1.0048], [-0.7684, 1.3548, -0.7499], [-1.9916, 3.4446, -2.2130], [-4.4114, 3.7473, -1.0680], [-4.5759, 1.7422, 0.9031], [2.9965, -4.3900, 3.7439], [2.2791, -4.8707, 4.7415], [2.7764, -4.4050, 5.9709], [3.9552, -3.7412, 5.6631], [4.1025, -3.7198, 4.2787], [2.8703, -4.5619, 2.8006], [1.4154, -5.5045, 4.5415], [2.4524, -4.4640, 7.0344], [4.6245, -3.1486, 6.3090], [4.9241, -3.3817, 3.6516], [-1.1686, -4.9544, 2.4482], [-0.1892, -4.7618, 1.5009], [0.5055, -5.9856, 1.4335], [-0.1235, -6.9167, 2.3036], [-1.1398, -6.2612, 2.9276], [-1.7088, -4.1563, 2.7747], [0.0653, -3.8265, 1.0091], [1.3318, -6.1266, 0.7678], [0.2273, -7.9534, 2.2829], [-1.8194, -6.5042, 3.7318], [1.2845, -8.2507, -2.4234], [1.4192, -6.9364, -2.0870], [2.7260, -6.6941, -1.6740], [3.3809, -8.0185, -1.6555], [2.4522, -8.8754, -2.1967], [0.4680, -8.8517, -2.6582], [0.5313, -6.2950, -1.9438], [3.1411, -5.7444, -1.4075], [4.4260, -8.2118, -1.5681], [2.4812, -9.9674, -2.4056], [-0.8716, 6.2812, 2.2655], [-0.5955, 5.1536, 1.5383], [0.7271, 4.7491, 1.7751], [1.2992, 5.7265, 2.6699], [0.2726, 6.5579, 3.0139], [-1.7955, 6.6172, 2.4108], [-1.3234, 4.5704, 0.9799], [1.1382, 3.8328, 1.4394], [2.2655, 5.6874, 3.0440], [0.2887, 7.4009, 3.6837], [-1.0022, 4.1622, 4.5456], [-1.9717, 4.5610, 5.4467], [-2.8750, 3.5270, 5.4922], [-2.4595, 2.5614, 4.5717], [-1.2938, 2.9812, 3.9776], [-0.1751, 4.7023, 4.2908], [-1.8375, 5.5407, 5.8778], [-3.7646, 3.4741, 6.0926], [-3.0212, 1.6166, 4.4583], [-0.5858, 2.6333, 3.2087], [-1.9565, -1.4567, 2.7644], [-3.0938, -1.8625, 3.4806], [-3.8975, -2.5275, 2.5917], [-3.3171, -2.5578, 1.2883], [-2.1711, -1.8031, 1.3932], [-1.0895, -0.9866, 3.1268], [-3.1985, -1.6638, 4.5375], [-4.9479, -2.8400, 2.7203], [-3.8443, -2.9532, 0.4229], [-1.3981, -1.5685, 0.6349], [0.4350, -2.2362, 6.2446], [-0.6570, -1.7987, 6.9339], [-1.0426, -0.5703, 6.4160], [-0.1275, -0.3041, 5.2775], [0.7227, -1.4116, 5.2560], [0.9016, -3.1287, 6.2973], [-1.0245, -2.4651, 7.7492], [-1.8679, 0.1049, 6.7417], [-0.1193, 0.5896, 4.7463], [1.5538, -1.6139, 4.6528], [0.4039, 1.5167, -5.2953], [1.5534, 1.9845, -5.6861], [2.2557, 2.4589, -4.6099], [1.3194, 2.3390, -3.5103], [0.1829, 1.7463, -3.9591], [-0.2987, 1.1216, -5.9225], [1.9853, 1.8373, -6.7242], [3.2357, 2.8687, -4.6655], [1.5141, 2.6243, -2.5096], [-0.6163, 1.3664, -3.3918], [-6.5285, 0.0153, -0.2496], [-7.8289, 0.1076, -0.6918], [-8.6556, 0.0958, 0.3756], [-7.8265, -0.0732, 1.5291], [-6.5467, -0.1692, 1.1157], [-5.7021, 0.1586, -0.8283], [-8.0626, 0.1346, -1.7575], [-9.7592, 0.0944, 0.3007], [-8.1787, -0.2303, 2.5704], [-5.7079, -0.1932, 1.6578], [-5.9778, -0.6816, -4.2934], [-5.0893, -0.7954, -3.1844], [-4.5096, 0.4250, -3.0690], [-5.1275, 1.2796, -4.0556], [-6.0000, 0.5573, -4.7804], [-6.4298, -1.4840, -4.7591], [-5.0519, -1.6425, -2.5329], [-3.9270, 0.7907, -2.2375], [-4.8487, 2.2617, -4.2164], [-6.4768, 0.7410, -5.7409], [-7.1180, -4.1202, -3.3758], [-6.6533, -4.0319, -4.6890], [-5.2042, -4.2798, -4.6622], [-4.9556, -4.5898, -3.3132], [-6.0781, -4.4897, -2.5363], [-8.1063, -3.8475, -3.1614], [-7.3018, -3.8174, -5.4980], [-4.4915, -4.2556, -5.4700], [-4.0404, -4.9681, -2.8889], [-6.2826, -4.8105, -1.5669], [1.5061, 0.2608, 0.2082], [1.5615, -0.3362, 1.4561], [2.0849, 0.5973, 2.3218], [2.4519, 1.7299, 1.6238], [2.1080, 1.4774, 0.2650], [1.2712, -0.3107, -0.6052], [1.2641, -1.3595, 1.6775], [2.1152, 0.4300, 3.4045], [2.9529, 2.6025, 2.1186], [2.2750, 2.1457, -0.5943]], "atomic_forces_ev_per_a": [[-0.46, 0.20, -1.03], [-0.14, -0.52, -0.31], [0.96, 0.17, 0.96], [-1.15, -0.04, -0.55], [-0.85, -2.16, -2.21], [0.35, -0.13, 1.09], [0.17, 0.42, 0.72], [0.30, 0.60, 0.02], [0.05, -0.45, 0.22], [0.77, 1.81, 1.15], [-1.79, 2.04, -0.54], [-0.16, -1.03, 0.38], [0.57, 1.07, 0.33], [0.53, -0.92, -0.54], [-0.91, 1.01, 0.64], [1.03, -0.60, -0.17], [-0.68, -1.00, 0.29], [0.03, -0.18, -0.06], [0.62, -0.81, -0.08], [0.65, 0.59, -0.09], [2.28, -1.58, -0.31], [-0.74, 0.12, 0.73], [0.59, 0.51, -2.01], [1.75, -0.88, 0.94], [-2.96, 0.35, 1.11], [-0.81, 0.55, -0.19], [0.16, 0.26, -0.34], [-0.37, -0.01, 0.47], [-0.67, 0.23, -0.18], [0.60, 0.45, -0.27], [0.15, 2.97, 0.28], [-0.75, -1.29, 0.02], [2.37, -1.38, -0.70], [-0.65, 1.08, -0.39], [0.53, -0.93, -0.28], [0.30, -1.20, 0.29], [-0.34, 0.28, -0.15], [-0.61, 0.95, 0.59], [-0.67, -0.53, 0.36], [-0.24, 0.14, 0.04], [3.01, 0.14, 0.52], [-1.45, -1.07, 0.06], [-0.57, 0.24, 0.08], [1.61, 0.10, 0.59], [-0.83, 0.12, -1.02], [0.05, -0.10, -0.18], [-0.37, 1.13, -0.33], [-0.34, 0.36, -0.51], [-1.07, -1.53, 0.38], [-0.13, 0.63, 0.37], [0.50, -1.54, 1.51], [0.22, 0.39, -0.58], [0.75, -1.85, 1.11], [-0.69, -0.05, 0.36], [0.42, 0.06, -0.09], [-0.84, 1.81, -0.73], [-0.59, 0.54, 0.52], [-0.61, 1.22, -1.99], [0.67, -0.16, -0.08], [-0.11, -0.33, -0.14], [-0.56, -0.51, 0.28], [1.01, 1.63, 0.01], [-0.96, 0.86, 1.45], [0.39, -0.23, -0.57], [1.48, 0.81, -1.34], [-0.09, -0.47, -0.26], [-0.63, -0.29, 0.90], [0.05, -1.08, -0.80], [-0.39, -0.32, 0.41], [-0.25, -0.20, -0.03], [-0.53, -0.04, -0.81], [-0.39, 1.19, -0.17], [0.43, -0.79, -0.61], [0.33, -0.17, 0.67], [0.14, 0.90, -0.60], [0.50, -0.23, 0.34], [0.51, -0.56, 0.12], [-0.17, 0.07, 0.08], [0.25, -0.24, 0.81], [-1.00, -0.03, 0.18], [-1.58, 0.69, -1.60], [-0.61, 1.60, 1.74], [0.11, -1.77, 0.41], [-0.70, -0.76, -0.78], [-0.29, 0.99, 0.39], [0.67, -0.43, -0.66], [1.40, -1.16, 0.14], [-0.24, 1.01, -0.29], [0.82, 0.04, -0.24], [0.37, -0.31, 0.85], [-0.86, 0.75, -0.39], [1.61, -0.53, -0.49], [-0.17, 1.11, -0.42], [0.18, -0.37, -1.31], [-1.77, 0.91, 0.74], [0.20, -0.56, 0.23], [-0.09, 0.42, -0.23], [-0.37, -0.94, 1.34], [0.63, -0.99, 0.84], [0.72, 0.27, -0.31], [2.89, 1.15, 1.87], [-2.36, -0.62, 2.19], [-0.47, -0.69, 0.39], [1.59, 1.84, -1.27], [-0.43, -0.34, 0.09], [-0.33, -0.49, -1.98], [0.17, 0.31, 0.05], [-0.16, -0.58, -1.25], [-0.48, -0.73, -0.20], [-0.47, 0.09, 0.13], [0.42, 0.49, -0.41], [1.00, -2.05, 0.85], [-0.90, 1.77, -0.39], [1.11, -0.40, -1.00], [-0.54, 1.41, 0.36], [-0.21, -0.66, 0.10], [-0.52, -0.15, 0.26], [0.27, -0.41, -0.15], [-0.59, 0.41, 0.66], [0.05, -0.30, -0.23], [-1.02, -0.96, -0.09], [-0.43, 1.36, 0.72], [-0.64, -2.35, -0.20], [-1.15, 1.71, -1.45], [1.01, -1.99, 0.39], [0.73, 1.58, 0.33], [0.75, -0.47, -0.56], [0.04, 0.18, 0.17], [0.35, -0.13, 0.36], [0.32, 1.08, 0.23], [2.19, -1.29, 0.17], [1.14, -1.05, 0.12], [-1.59, 1.76, 0.23], [-2.31, -1.39, -0.93], [-0.61, 1.32, -0.25], [-0.57, 0.46, 0.13], [-0.01, 0.51, 0.09], [0.42, -0.40, -0.46], [1.51, 0.23, 0.72], [-0.05, 0.12, -0.03], [0.36, 1.36, 0.38], [1.35, -0.42, -0.67], [-0.26, 0.92, 0.61], [-0.90, -2.08, -0.42], [0.57, -0.33, -0.36], [-0.41, -0.02, 0.04], [-0.39, -0.19, 0.33], [-0.09, 0.04, 0.08], [0.65, 0.61, -0.31], [-0.79, -0.23, 0.51], [-0.46, 0.05, -1.34], [1.21, 0.01, -0.79], [-1.54, -0.31, -0.12], [-0.03, 1.26, 0.74], [1.51, -0.22, 0.74], [-1.46, -0.74, -0.29], [0.07, 0.02, -0.15], [0.88, -0.01, 0.45], [0.54, 0.16, 0.11], [-0.60, -0.20, 0.66], [-0.66, -0.92, 0.44], [-0.66, -0.24, 1.05], [0.45, 0.16, -0.91], [-0.82, -2.48, 2.86], [-0.40, 2.51, -0.94], [-0.09, -0.08, 0.28], [0.12, 1.07, -0.77], [0.90, -0.86, -0.23], [0.17, 1.18, -1.06], [1.03, -0.21, -0.89], [-3.98, -1.35, -0.18], [3.87, 0.17, -2.38], [-1.53, 0.09, 0.63], [1.66, 0.16, -0.23], [1.34, 0.05, -0.70], [0.23, 0.00, 0.28], [-1.08, 0.28, 1.33], [0.43, 0.30, 0.34], [0.09, 0.26, 0.72], [-1.09, -0.25, 0.13], [-0.02, -0.38, -0.12], [0.75, 0.30, -1.26], [-1.18, -0.47, 0.51], [-1.66, -0.58, 1.34], [-2.02, 1.00, -2.32], [-0.50, -0.19, 0.25], [0.22, 0.19, 0.44], [0.95, 0.09, 0.27], [0.36, 0.31, -0.96], [3.09, -0.33, 1.85], [-0.08, -3.38, 1.34], [-1.23, 0.39, -1.79], [-1.01, 1.09, 0.15], [1.18, -0.44, 1.04], [0.20, 0.16, -1.27], [0.52, 0.69, 0.73], [-0.02, -0.52, -0.20], [0.34, -0.11, -0.11], [0.33, 1.81, -0.28], [-0.08, 0.23, 0.49], [-0.55, 0.25, -1.37], [3.46, -0.31, 1.51], [-3.91, 0.41, 0.56], [0.76, -0.40, 0.64], [-0.97, 0.57, -2.13], [1.69, -0.69, 0.10], [-0.47, 0.26, -0.49], [-0.22, -0.04, -0.08], [0.28, 0.16, -0.15], [-0.09, -0.12, 1.45], [0.37, -1.43, 0.27], [-0.47, 0.58, 0.08], [-0.61, -1.64, 1.56], [0.42, 1.06, -1.48], [0.69, 1.54, 1.04], [0.19, 0.67, 0.04], [-0.13, 0.33, -0.38], [0.37, 0.16, -0.55], [-0.62, -0.84, -1.03], [-0.25, -0.74, 0.48]], "mulliken_charge": [0.21, -0.36, -1.39, 0.35, -1.64, 0.24, 0.34, 0.59, 0.58, 1.11, 1.31, -1.29, -0.92, 1.72, -1.61, 0.01, 0.40, 0.55, -1.03, 0.73, 0.26, -0.97, -0.68, 0.20, -1.27, 0.34, 0.46, 0.42, 0.28, 1.09, 0.51, -1.32, -1.11, 0.70, -1.32, 0.24, 0.43, 0.60, 0.47, 0.77, 0.08, -0.50, -0.63, -0.83, -0.29, 0.27, 0.37, 0.38, 0.37, 0.76, 0.35, -0.60, -0.61, -0.89, -0.24, 0.49, 0.30, 0.59, 0.41, 0.40, 0.23, -0.50, -0.67, -0.60, -0.41, 0.37, 0.44, 0.33, 0.39, 0.42, 0.38, -0.48, -0.74, -0.65, -0.58, 0.18, 0.62, 0.51, 0.40, 0.29, 0.09, -0.61, -0.90, 0.45, -0.75, 0.18, 0.50, 0.37, 0.48, 0.13, 1.68, -0.64, 0.03, -1.22, -0.80, -0.43, 0.31, 0.13, 0.40, 0.49, 0.42, -0.42, -0.62, -0.41, -0.61, 0.24, 0.18, 0.51, 0.41, 0.41, 0.35, -0.28, -0.10, -1.18, -0.77, 0.09, 0.22, 0.80, 0.45, 0.42, 0.00, -0.50, 0.53, -1.14, -0.41, 0.27, 0.28, 0.32, 0.43, 0.34, 0.37, -1.01, 0.85, -1.28, -1.02, 0.23, 0.40, 0.27, 0.64, 0.38, 0.46, -0.92, -0.83, -0.63, -0.11, 0.28, 0.50, 0.44, 0.30, 0.38, 1.73, -0.94, -1.23, -0.24, -0.72, -0.36, 0.61, 0.40, 0.52, 0.35, 0.26, -0.93, -0.80, -0.87, -0.39, 0.10, 0.36, 0.44, 0.91, 0.88, 0.85, -1.19, -0.73, 0.18, -0.81, 0.12, 0.26, 0.26, 0.87, -0.06, 0.50, -0.43, -0.60, -0.81, -0.85, 0.07, 0.39, 0.36, 0.35, 0.99, 0.30, -1.29, 1.32, -1.28, -0.84, 0.15, 0.49, 0.20, 0.62, 0.45, 0.05, -1.16, -0.34, 0.04, -0.94, 0.26, 0.55, 0.45, 0.55, 0.52, 2.43, -1.56, -0.02, -0.73, 0.30, -0.86, 0.65, -0.02, 0.62, -0.67], "homo_lumo_gap_ev": 8.504, "fmax_ev_per_a": 4.547, "e_above_lowest_kj_mol": 177.2, "charge": 0}